{
  "formula": "C11H32Cl6O5",
  "method": "ωB97M-V with the def2-TZVPD basis set",
  "species": ["H", "Cl", "H", "C", "H", "H", "H", "H", "H", "H", "H", "O", "Cl", "C", "Cl", "C", "Cl", "H", "C", "H", "H", "H", "H", "C", "H", "H", "C", "C", "C", "H", "H", "H", "C", "O", "H", "H", "H", "H", "O", "H", "Cl", "C", "H", "H", "H", "O", "H", "C", "H", "Cl", "O", "H", "H", "H"],
  "coordinates": [[4.415339, -2.330741, -1.669009], [-0.521281, -1.235171, 3.075941], [0.125419, 4.231739, -2.193179], [3.415969, -1.036021, -0.190909], [1.942509, 4.439409, -3.395129], [-1.885311, -3.040541, -0.572919], [-0.276321, -1.646981, -2.303369], [-0.668701, 0.504269, 0.949091], [-0.240161, 1.775369, -0.196759], [-1.610891, -3.495821, -3.420939], [-0.224211, -1.394321, -4.067779], [-1.721471, 0.459409, -0.804049], [3.263439, -2.277321, 1.126341], [-3.537651, -2.364571, -0.883409], [1.881069, -2.030111, -3.296909], [0.093109, -2.041341, -3.249989], [0.909529, -3.076671, 6.727631], [-3.675671, -3.302701, -1.420959], [0.293139, -2.401521, 4.231401], [-2.295301, 2.119309, -1.106609], [0.221559, 0.004199, -0.414669], [-4.036711, -1.518541, -1.355909], [1.355129, -2.421351, 3.986701], [0.172129, -1.894301, 5.670731], [-4.672911, 2.350949, -0.944979], [-3.685871, 2.422829, 0.480401], [1.073019, 4.532369, -1.746229], [-0.532811, 0.729079, -0.108779], [0.383549, 3.052429, 2.208361], [2.247859, 2.841229, 2.942981], [2.477849, -0.943871, -0.738209], [3.729879, -0.137161, 0.339741], [4.571489, -1.412641, -1.102609], [1.749329, 3.347489, 2.297401], [-1.852271, -0.491291, -0.829559], [-4.325131, 3.919779, -0.300689], [-0.175131, -3.379391, 4.119201], [-3.973091, -2.419331, 0.114341], [-2.659441, 3.006859, -1.142299], [-0.109121, 3.403669, 1.301711], [6.099139, -1.538341, -0.138989], [-0.521131, -3.516741, -3.411209], [0.540489, -0.872121, 5.757661], [-0.225491, -4.263351, -2.674139], [1.109169, 4.064229, -0.762539], [2.077819, 4.029339, -2.537729], [-0.878361, -1.911551, 5.961021], [-3.889251, 2.933639, -0.460769], [0.237439, 1.973389, 2.257431], [0.106579, -4.260181, -4.994839], [-2.197901, -2.145791, -0.725649], [-0.023921, 3.569999, 3.076801], [4.686819, -0.521171, -1.719109], [1.236759, 5.609989, -1.744089]],
  "forces_ev_per_a": [[0.109, 0.186, 0.094], [0.255, -0.463, 0.454], [-0.612, 0.458, 0.109], [0.978, -0.689, 0.783], [0.405, -0.167, -0.223], [1.054, 0.284, 0.273], [0.287, 0.047, -0.029], [-0.148, 0.187, 0.322], [0.083, -0.185, -0.337], [0.083, 0.236, -0.367], [-0.132, -0.255, 0.061], [-0.574, 2.089, -0.381], [-0.555, 0.194, -0.335], [-2.490, -0.071, 0.509], [-0.417, -0.050, 0.235], [-0.703, -1.862, -0.177], [0.676, -0.129, 0.364], [-0.592, 0.199, -0.168], [0.316, 0.508, 0.373], [0.941, -2.192, -0.215], [0.425, 0.426, -0.248], [0.183, -0.133, -0.433], [-0.209, -0.147, -0.391], [-1.483, -0.001, -0.899], [0.117, -0.700, -0.619], [-0.051, -0.333, 0.328], [-0.588, 0.213, 0.215], [0.482, -0.868, 0.576], [0.313, -0.365, 1.552], [-0.514, -0.242, 0.094], [0.150, -0.022, 0.161], [-0.475, 0.127, -0.164], [0.006, 0.641, 0.491], [0.988, 0.695, -1.548], [-0.217, -1.052, -0.017], [0.459, 0.079, -0.179], [0.091, 0.215, -0.129], [-0.477, -0.372, 0.009], [-1.776, 1.242, 0.273], [0.576, 0.407, -0.131], [-0.448, -0.038, -0.497], [1.345, 0.761, -1.106], [0.355, -0.291, 0.276], [0.319, 0.520, 0.225], [0.310, 0.346, 0.142], [1.296, -1.074, -0.962], [0.004, 0.325, -0.104], [0.387, 1.249, 0.410], [-0.336, -0.077, 0.260], [-0.767, 0.605, 1.057], [2.177, 0.025, -0.178], [-1.020, -0.321, -0.078], [0.229, -0.368, -0.486], [-0.816, 0.200, 0.753]],
  "nbo_charge": [0.231, -0.132, 0.137, -0.372, 0.465, 0.502, 0.204, 0.208, 0.193, 0.213, 0.229, -0.727, -0.094, -0.253, -0.045, -0.391, -0.013, 0.186, -0.340, 0.525, 0.203, 0.177, 0.231, -0.411, 0.292, 0.270, -0.239, -0.269, -0.238, 0.486, 0.217, 0.223, -0.380, -0.721, 0.528, 0.247, 0.227, 0.178, -0.231, 0.155, -0.057, -0.360, 0.223, 0.222, 0.173, -0.705, 0.218, -0.319, 0.161, -0.071, -0.750, 0.185, 0.227, 0.181],
  "multiplicity": 2,
  "s_squared": 0.755,
  "homo_lumo_gap_ev": [9.417, 2.473],
  "charge": 1
}

{
  "formula": "C12H44B5Ca2O3",
  "method": "ωB97M-V with the def2-TZVPD basis set",
  "species": ["H", "H", "B", "H", "C", "H", "C", "H", "H", "H", "H", "B", "H", "H", "H", "H", "Ca", "H", "H", "C", "O", "C", "H", "H", "O", "H", "H", "C", "B", "H", "H", "C", "H", "H", "H", "Ca", "H", "C", "B", "H", "H", "B", "H", "H", "C", "H", "H", "H", "H", "H", "C", "H", "H", "H", "H", "C", "O", "C", "C", "H", "H", "H", "H", "H", "H", "H"],
  "coordinates": [[-0.032844, -3.183240, -3.569408], [3.993210, 2.248217, -4.025151], [-0.424993, -2.197481, -3.372571], [-1.256267, -1.978438, -4.024677], [-1.206831, -4.787514, 1.330107], [3.277001, 2.206754, 4.309880], [1.479115, 2.613855, 1.988881], [-2.053329, -1.326533, 3.486372], [-2.959002, 1.927671, 2.193558], [-1.419570, 1.958262, 1.470569], [-2.861225, -3.605809, 0.528400], [-2.454489, 2.195125, 1.278045], [0.930002, -4.792169, 0.748183], [-0.835886, -0.402640, 4.397454], [-1.366346, -5.392788, 2.222458], [2.585237, 4.706288, 4.269715], [-2.015150, -0.243573, 1.098369], [0.482516, 2.816499, 1.596662], [2.410904, 3.095064, -4.118411], [1.153037, 0.857478, -4.940200], [2.098102, 3.797289, 2.458793], [0.028384, -2.738190, 0.780563], [-2.794299, -3.574205, 2.207386], [1.018398, -0.126535, -5.389297], [0.998214, 0.933776, -3.478205], [0.293358, -1.396516, -3.454219], [-0.653719, -0.643707, 2.631005], [1.901979, 3.948081, 3.887102], [-1.342584, -0.515450, 3.451533], [-1.814250, 0.425310, 3.213286], [0.549501, -4.139431, 2.329498], [1.403032, 1.776029, 3.362824], [1.886204, 2.269752, 5.389200], [-0.573189, 1.057193, -0.951292], [1.765441, 0.764840, 3.177719], [-1.023245, 0.014286, -2.658602], [2.133411, 2.181704, 1.231755], [2.910169, 2.128372, -4.052462], [-3.115670, -0.586808, -1.288443], [0.243882, -2.649672, -0.284252], [-2.589777, 0.349462, -1.183162], [-0.092328, 0.225996, -0.459243], [0.846126, 4.173140, 4.037472], [0.628560, -2.148819, 1.473762], [2.210777, 1.397755, -2.906036], [0.358957, 1.706493, 3.668089], [-0.833400, -2.156590, -2.374688], [-2.913069, 1.622027, 0.487165], [-3.125099, -0.809112, -2.344250], [-2.538044, 3.245360, 1.045068], [0.198699, -4.200963, 1.299329], [2.892942, 0.671863, -2.463517], [0.088588, 0.396490, 0.590733], [-4.118327, -0.504058, -0.898471], [3.172917, 0.376987, -5.409946], [2.239376, 2.530457, 4.391495], [-1.339710, -2.414845, 1.030730], [-2.135699, -3.542925, 1.339414], [2.520710, 1.239498, -5.272876], [0.870317, -0.059463, -0.854287], [-2.606839, -1.372749, -0.752128], [0.482206, 1.603567, -5.366149], [-1.402580, -5.259868, 0.367474], [1.958990, 2.114934, -2.124790], [2.554124, 1.853606, -6.172803], [-0.666629, -0.679391, -0.580514]],
  "forces_ev_per_a": [[1.552, -3.348, -0.780], [-0.143, 0.062, 0.530], [0.451, -0.825, -0.235], [-3.372, 1.053, -2.774], [-0.275, 0.979, -0.731], [0.157, 0.652, -0.046], [1.133, -0.350, 3.186], [-2.924, -2.999, -0.136], [-1.181, -1.532, 3.621], [5.484, -0.085, 1.836], [-0.013, -0.214, -0.316], [-3.446, 0.883, -1.127], [-0.167, 0.105, -0.167], [1.854, 0.379, 3.323], [-0.093, -0.303, -0.456], [-0.289, 0.217, -0.334], [-0.882, -1.115, -0.044], [-0.507, 0.024, -0.307], [0.260, 0.170, -0.377], [-1.008, -0.135, -0.148], [-0.011, 1.089, -0.272], [0.321, -1.807, 0.983], [0.696, 1.143, 0.731], [-0.925, -0.220, 0.744], [0.051, -0.555, -1.035], [3.281, 2.551, -0.549], [3.210, -0.714, -2.728], [1.153, -1.127, -0.421], [0.495, -0.404, 0.990], [-2.031, 3.825, -0.646], [0.169, 0.014, 0.020], [-0.349, -0.825, -1.693], [-0.018, 0.342, 0.052], [-1.412, 3.450, -1.274], [-0.182, -0.082, 0.104], [-0.318, -0.751, -0.851], [-0.240, -0.038, -0.156], [-0.238, -0.618, -0.651], [-0.888, -0.154, 0.034], [0.096, 0.279, 0.158], [1.558, 3.704, 0.750], [1.136, 0.244, 0.374], [-0.015, 0.202, 0.407], [0.128, 0.606, -0.707], [1.190, 1.378, 0.222], [0.064, -0.103, 0.080], [-1.501, -0.010, 4.027], [-1.771, -1.425, -2.912], [-0.298, -1.108, -3.987], [0.858, 3.935, -1.359], [-0.048, 0.641, 0.438], [-0.567, -0.737, -0.128], [0.576, 0.870, 4.004], [-3.736, 0.563, 1.332], [0.122, 0.103, 0.219], [-1.179, -0.133, -0.670], [-0.095, -0.008, 0.615], [-0.526, -1.648, -1.089], [1.714, 1.627, 0.377], [3.554, -0.522, -1.697], [1.903, -2.920, 1.584], [-0.407, -0.238, 0.044], [-0.002, -0.705, 0.395], [-0.134, -0.191, 0.127], [0.046, -0.220, -0.141], [-2.022, -2.922, -0.362]],
  "nbo_charge": [0.027, 0.228, -0.824, -0.020, -0.432, 0.211, -0.068, -0.005, 0.083, 0.168, 0.183, -0.644, 0.223, 0.023, 0.220, 0.203, 1.806, 0.203, 0.201, -0.100, -0.464, -0.079, 0.194, 0.224, -0.611, -0.070, -0.071, -0.077, -0.787, -0.008, 0.202, -0.430, 0.226, -0.051, 0.225, 1.817, 0.203, -0.421, -0.863, 0.214, -0.076, -0.892, 0.185, 0.206, -0.067, 0.230, -0.034, -0.032, -0.009, 0.093, -0.423, 0.189, 0.025, 0.032, 0.214, -0.435, -0.613, -0.075, -0.431, 0.054, -0.012, 0.178, 0.216, 0.197, 0.227, -0.005],
  "multiplicity": 2,
  "s_squared": 0.754,
  "homo_lumo_gap_ev": [9.724, 3.698],
  "charge": 0
}

{
  "formula": "C13H26Cl2NO5PSi",
  "method": "ωB97M-V with the def2-TZVPD basis set",
  "species": ["H", "O", "H", "C", "Cl", "O", "H", "C", "P", "Cl", "H", "H", "H", "C", "O", "C", "N", "C", "C", "H", "H", "O", "H", "H", "C", "H", "C", "H", "H", "H", "H", "H", "H", "H", "H", "C", "H", "C", "H", "O", "C", "H", "C", "H", "H", "H", "H", "C", "Si"],
  "coordinates": [[-1.120692, -2.176648, -1.207119], [-1.559095, -1.380245, -3.079018], [-3.828731, 0.965274, 0.312080], [0.026096, 1.143120, -2.005215], [1.536999, -1.040746, -1.927129], [-2.154099, -3.539924, -3.158855], [1.813201, 2.417925, 5.235739], [0.087884, 1.158473, 2.993180], [-3.145593, 1.548021, -0.783831], [-0.267608, 2.786587, -2.494646], [-2.782223, -1.643417, -1.414492], [1.784245, 1.721583, -4.114902], [1.074501, -0.726678, 3.011547], [3.170129, -0.352823, 4.558357], [-4.861088, -0.807658, -3.055693], [-0.412832, 1.344397, 1.560258], [2.122278, 0.530452, 4.287560], [-1.742142, -1.397674, -1.654219], [-0.547893, 0.030826, 0.777317], [-5.683397, -1.306715, -3.016617], [2.499202, -2.219102, 3.675659], [-2.947693, 3.020257, -0.653491], [2.429629, 2.494462, 3.582718], [-0.693074, 0.665680, 3.580129], [-1.410970, -2.455226, -5.178283], [-1.198128, -0.663669, 1.324193], [1.365042, 0.321034, 3.052203], [-0.924432, -3.378222, -5.485463], [2.987591, 0.547078, -3.534639], [4.249732, -2.074473, 3.976256], [-1.379122, 1.855829, 1.592216], [0.253133, 2.141065, 3.434194], [2.712202, 2.056857, -2.657336], [-3.930761, 1.148122, -1.880952], [3.477581, -1.234836, 2.609554], [3.358645, -1.548303, 3.648567], [-2.341033, -2.350608, -5.738492], [1.172704, 0.600782, -2.403987], [1.984490, 0.533662, 2.165716], [3.907871, -0.169923, 5.506926], [-1.744467, -2.558366, -3.715308], [0.262503, 2.028726, 1.034688], [2.483665, 1.938700, 4.522443], [3.494872, 1.991023, 4.913948], [-0.778672, -1.596078, -5.383949], [0.421002, -0.452429, 0.627341], [-4.190736, -1.464393, -3.274008], [2.229030, 1.263396, -3.231389], [-1.259747, 0.284828, -0.933758]],
  "forces_ev_per_a": [[-0.027, -0.040, -0.062], [0.047, 0.024, -0.110], [-0.058, -0.235, -0.107], [-0.128, -0.051, -0.028], [-0.009, -0.019, 0.023], [-0.061, -0.137, 0.054], [0.003, -0.016, 0.013], [-0.068, -0.127, -0.073], [0.205, 0.656, -0.168], [-0.064, 0.059, -0.012], [0.035, -0.014, 0.013], [0.004, 0.001, 0.015], [0.098, -0.022, -0.131], [-0.310, -0.045, 0.401], [0.036, -0.105, 0.021], [0.038, 0.032, 0.044], [0.775, 0.106, -0.719], [-0.108, -0.029, 0.086], [-0.282, 0.211, -0.025], [-0.012, 0.027, 0.000], [0.036, -0.039, 0.081], [-0.038, -0.089, 0.155], [0.060, -0.037, -0.006], [0.068, 0.044, 0.093], [-0.013, -0.022, 0.108], [0.092, -0.047, 0.005], [-0.229, 0.049, 0.163], [-0.034, 0.017, -0.041], [-0.016, -0.002, -0.026], [-0.043, -0.028, 0.022], [0.032, 0.032, -0.002], [-0.055, -0.013, 0.005], [-0.026, 0.013, -0.014], [-0.112, -0.150, 0.078], [0.037, 0.025, 0.022], [-0.136, 0.009, 0.002], [0.013, -0.025, -0.017], [0.158, 0.016, -0.085], [0.010, 0.068, 0.056], [0.062, 0.053, -0.257], [0.062, 0.235, -0.055], [0.004, -0.076, -0.061], [-0.278, -0.004, 0.263], [-0.020, -0.026, 0.065], [0.002, -0.006, 0.020], [-0.029, -0.068, 0.130], [-0.023, -0.001, -0.027], [0.048, -0.031, 0.031], [0.256, -0.173, 0.058]],
  "nbo_charge": [0.227, -0.528, -0.079, -0.489, -0.008, -0.592, 0.202, -0.392, 1.094, 0.031, 0.221, 0.242, 0.207, 0.693, -0.942, -0.400, -0.449, -0.522, -0.882, 0.476, 0.229, -1.094, 0.184, 0.202, -0.718, 0.234, -0.219, 0.244, 0.233, 0.245, 0.218, 0.214, 0.241, -0.036, 0.223, -0.719, 0.244, 0.009, 0.171, -0.602, 0.793, 0.206, -0.422, 0.236, 0.237, 0.243, 0.471, -0.669, 1.292],
  "multiplicity": 1,
  "homo_lumo_gap_ev": 9.664,
  "smiles": "CC(=O)OC[Si@](CCCCN(C)C(C)=O)([PH2]=O)/C(Cl)=C(/C)Cl.O",
  "charge": 0
}